[1]
{
  "formula": "C6H15ClI2O2PSTl",
  "method": "ωB97M-V with the def2-TZVPD basis set",
  "fmax_ev_per_a": 3.46,
  "energy_ev": -64081.647,
  "mol_weight_g_mol": 675.9,
  "multiplicity": 1,
  "total_charge": 2,
  "symbols": ["I", "I", "Tl", "P", "C", "C", "H", "H", "H", "C", "H", "H", "H", "H", "H", "H", "C", "O", "Cl", "C", "S", "C", "O", "H", "H", "H", "H", "H", "H"],
  "coordinates": [[-0.861199, 2.134436, -1.523135], [2.341481, 1.003631, -1.822777], [-0.118044, -1.635790, 1.679142], [-0.669530, -1.516518, -1.547858], [-0.759289, -1.191713, -3.341898], [0.077448, -3.194658, -1.562552], [-2.511404, -2.336187, -0.145576], [-2.711196, -2.815808, -1.870977], [-3.058750, -1.139338, -1.356206], [-2.407194, -2.005686, -1.191405], [0.031391, -3.652450, -0.561105], [-0.454145, -3.831628, -2.279162], [-1.203352, -2.049009, -3.857469], [0.241375, -0.989150, -3.729040], [1.124694, -3.117268, -1.865832], [-1.368781, -0.302073, -3.522655], [1.206544, 2.865896, -1.747563], [1.597215, 3.980632, -1.766829], [-2.035658, -2.954535, 2.777124], [2.461473, 2.142788, 3.440739], [1.362068, 1.926274, 2.043253], [-0.246964, 2.222825, 2.779956], [1.639374, 3.085000, 1.146975], [2.018042, 1.628259, 4.295317], [2.565838, 3.217182, 3.613612], [3.419413, 1.701948, 3.151393], [-0.077449, 2.668225, 3.770127], [-0.824671, 2.897148, 2.136564], [-0.778734, 1.257567, 2.857836]],
  "forces_ev_per_angstrom": [[-0.193, 0.790, 0.120], [0.572, 0.549, -0.069], [-0.896, -0.652, 0.612], [-1.560, -2.517, -1.797], [0.456, 1.222, 0.086], [0.970, 0.349, 0.838], [-0.105, 0.007, -0.337], [0.376, 0.194, 0.087], [-0.004, -0.224, 0.094], [-0.122, 0.981, 0.857], [-0.007, 0.037, -0.397], [-0.100, 0.311, 0.094], [0.076, -0.077, 0.331], [-0.087, -0.101, -0.081], [-0.046, -0.172, 0.044], [0.048, -0.167, -0.032], [0.614, 1.211, 0.037], [-1.025, -2.651, -0.025], [1.017, 0.725, -0.686], [0.611, -0.507, -0.062], [-0.228, 1.487, 0.555], [-0.778, -0.498, 0.130], [0.066, -0.466, -0.300], [0.111, -0.037, -0.066], [-0.159, -0.100, -0.071], [-0.073, 0.084, 0.220], [-0.077, -0.122, -0.310], [0.312, -0.133, -0.003], [0.231, 0.477, 0.129]]
}


[2]
{
  "formula": "C10H14N2O",
  "method": "ωB97M-V with the def2-TZVPD basis set",
  "smiles": "Cc1c[nH]nc1[C@@]1(O)[C@@H]2CCC[C@@H]21",
  "fmax_ev_per_a": 4.75,
  "energy_ev": -15623.108,
  "mol_weight_g_mol": 178.2,
  "multiplicity": 1,
  "symbols": ["C", "C", "C", "C", "C", "C", "C", "C", "C", "C", "N", "N", "O", "H", "H", "H", "H", "H", "H", "H", "H", "H", "H", "H", "H", "H", "H"],
  "coordinates": [[3.082650, -0.865125, 2.317371], [2.544626, -0.314696, 1.173987], [1.199274, -0.715606, 1.228656], [-2.400914, 0.317948, -1.459938], [-1.752110, 1.423712, -0.614813], [-2.511474, -0.911387, -0.543200], [-0.941055, 0.691545, 0.428224], [-1.428914, -0.736660, 0.504353], [-0.053334, -0.437833, 0.005987], [3.209497, 0.505723, 0.128638], [0.933563, -1.450044, 2.285090], [2.086859, -1.529657, 2.947538], [0.399074, -0.640387, -1.274189], [4.079518, -0.839382, 2.709397], [-3.376543, 0.625525, -1.840550], [-1.761999, 0.092661, -2.315642], [-1.149093, 2.093403, -1.225969], [-2.515542, 2.016965, -0.104809], [-3.483386, -0.937530, -0.046434], [-2.398474, -1.840653, -1.107638], [-0.665230, 1.238227, 1.318443], [-1.534581, -1.254454, 1.444781], [4.255381, 0.668665, 0.381882], [3.146933, 0.007577, -0.837231], [2.712318, 1.470104, 0.033383], [2.141519, -2.047033, 3.809824], [0.281615, -1.568623, -1.506639]],
  "forces_ev_per_angstrom": [[-0.096, 0.087, -0.214], [0.138, -0.130, 0.349], [-2.981, 0.173, -2.993], [-0.147, 0.074, -0.258], [-0.083, -0.190, -0.069], [0.101, 0.070, -0.079], [0.113, 0.307, -0.238], [-0.017, -0.266, -0.070], [2.757, -0.383, 3.849], [0.006, -0.015, -0.019], [-0.593, -0.175, 0.051], [0.358, 0.056, 0.160], [-0.037, 0.118, -0.461], [0.218, 0.026, 0.096], [0.047, -0.038, -0.056], [-0.099, 0.020, 0.074], [0.014, 0.097, -0.010], [0.037, 0.042, -0.029], [0.014, -0.053, 0.004], [-0.095, -0.027, 0.036], [0.110, -0.059, 0.055], [0.107, -0.054, 0.097], [0.041, 0.069, -0.073], [0.063, 0.053, -0.082], [0.056, 0.090, -0.062], [-0.071, 0.090, -0.152], [0.036, 0.017, 0.095]]
}


[3]
{
  "formula": "C17H20I3NO8",
  "method": "ωB97M-V with the def2-TZVPD basis set",
  "smiles": "CC[C@@H](Cc1c(I)cc(I)c(N)c1I)C(=O)O[C@@H]1O[C@H](C(=O)O)[C@@H](O)[C@H](O)[C@H]1O",
  "fmax_ev_per_a": 4.20,
  "energy_ev": -60122.879,
  "mol_weight_g_mol": 747.1,
  "multiplicity": 1,
  "symbols": ["O", "O", "I", "I", "I", "O", "O", "O", "O", "O", "O", "C", "C", "C", "C", "C", "C", "C", "C", "N", "C", "C", "C", "C", "C", "C", "C", "C", "C", "H", "H", "H", "H", "H", "H", "H", "H", "H", "H", "H", "H", "H", "H", "H", "H", "H", "H", "H", "H"],
  "coordinates": [[-0.870632, 2.162051, 1.100182], [4.031866, 2.611603, -4.491639], [-4.740529, -5.969181, 3.520710], [-0.922315, -1.195205, 4.075368], [-2.093588, -3.681538, -1.819108], [3.743472, 0.471197, -3.739218], [0.194858, 1.140520, -0.655130], [4.512078, 2.448170, 1.170200], [1.817079, 2.535803, 1.772686], [5.318240, 3.158159, -1.339433], [1.898580, 1.809842, -1.914006], [-0.696525, 1.219821, 0.403087], [3.677937, 1.853556, -3.599551], [-2.640501, -3.614819, 3.177414], [-3.265765, -4.565110, 2.428876], [-1.904054, -2.607365, 2.645872], [-2.543296, -3.396278, 0.441717], [-3.254262, -4.428464, 1.057853], [-1.838469, -2.491096, 1.195074], [-3.768330, -5.484045, 0.371233], [-3.550958, 1.362690, -0.715646], [-0.903852, -1.432397, 0.507329], [-2.811947, 0.040810, -0.555359], [-1.707279, -0.001477, 0.546724], [1.306979, 2.120840, -0.629808], [3.517921, 2.689728, 0.193754], [2.307894, 2.002838, 0.510255], [4.142946, 2.269113, -1.166483], [3.113587, 2.369188, -2.308088], [3.983957, 0.392679, -4.648915], [4.212224, 2.405171, 2.089774], [0.925190, 2.176346, 2.027089], [5.842243, 3.214212, -0.533900], [-2.718640, -3.644844, 4.326229], [-3.551170, -5.662384, -0.661342], [-4.535011, -5.992674, 0.761914], [-2.920664, 2.250454, -0.649087], [-4.041864, 1.396553, -1.678428], [-4.268496, 1.307274, 0.077028], [-0.832305, -1.616069, -0.551847], [0.119509, -1.409660, 0.985789], [-2.367880, -0.133100, -1.486212], [-3.584943, -0.754190, -0.392276], [-2.201450, 0.184038, 1.493233], [0.738460, 3.016505, -0.513023], [3.219035, 3.787468, 0.184500], [2.563345, 0.946417, 0.694598], [4.466865, 1.275397, -1.172174], [2.880462, 3.461451, -2.537818]],
  "forces_ev_per_angstrom": [[0.702, 1.448, 0.900], [-0.503, -1.489, 1.578], [1.690, 1.342, -1.212], [-0.747, -1.138, -1.454], [-0.619, 0.364, 2.156], [-0.530, 2.162, 1.501], [0.502, -0.290, 1.959], [0.795, -0.069, -0.116], [-0.439, -0.336, -0.462], [-1.630, -0.853, -1.177], [-1.192, -0.876, 0.977], [-1.588, -2.316, -1.910], [0.108, -0.387, -2.047], [-0.294, -0.051, 4.187], [-1.697, 0.146, 1.326], [0.847, 1.590, -1.918], [0.820, -0.523, -1.054], [-0.307, -2.309, -1.145], [2.107, 1.467, 0.778], [0.070, -0.629, -3.322], [0.320, -0.379, 0.476], [-1.750, 1.155, 1.429], [-0.003, -0.088, 0.709], [1.605, -0.445, -0.958], [-0.517, -1.520, -1.178], [1.462, 2.039, -0.462], [-2.798, -2.582, 1.723], [0.865, 2.976, 1.041], [0.108, 3.527, 0.990], [0.521, -0.509, -1.289], [-0.573, 0.250, -0.530], [1.239, 0.481, -0.705], [-0.385, -0.427, 0.288], [0.100, -0.126, -1.962], [-0.600, 0.766, 2.365], [-0.062, -0.209, 0.139], [-0.012, -0.090, 0.219], [-0.301, -0.074, -0.137], [-0.747, 0.951, 0.372], [0.390, -0.405, -0.136], [-1.257, 0.115, -0.410], [0.971, -0.788, -1.435], [0.868, 0.445, 0.045], [0.247, -0.096, 0.357], [0.308, 1.460, -0.620], [0.782, -0.832, -0.302], [-0.250, -0.058, -0.341], [0.591, -1.732, 0.519], [0.782, -1.058, 0.248]]
}


[4]
{
  "formula": "C3H16N2O3",
  "method": "ωB97M-V with the def2-TZVPD basis set",
  "smiles": "C[C@H](N)CN.O.O.O",
  "fmax_ev_per_a": 1.68,
  "energy_ev": -12492.889,
  "mol_weight_g_mol": 128.2,
  "multiplicity": 1,
  "symbols": ["N", "C", "C", "C", "N", "H", "H", "H", "H", "H", "H", "H", "H", "H", "H", "H", "H", "O", "H", "H", "O", "H", "H", "O"],
  "coordinates": [[0.211278, -1.677936, -0.891660], [0.944296, -0.692176, -0.059494], [2.223217, -1.203419, 0.554612], [1.010827, 0.542174, -0.942149], [-0.265538, 0.996733, -1.469912], [0.721232, -1.812930, -1.764716], [0.168800, -2.576274, -0.424137], [0.257726, -0.536573, 0.771262], [2.851308, -0.554090, 1.178015], [1.949285, -1.866408, 1.391694], [2.875997, -1.768981, -0.113629], [1.548977, 0.256416, -1.855686], [1.603021, 1.335640, -0.485774], [-0.528747, 1.941865, -1.235449], [-1.049624, 0.457115, -1.137672], [-2.359154, -0.899158, -1.549299], [-3.395261, -1.975788, -1.762185], [-3.260510, -1.141208, -1.305010], [1.379964, 2.288651, 1.549801], [0.405829, 1.410314, 2.383294], [1.204675, 1.952128, 2.438027], [-1.860820, 0.259709, 1.226442], [-2.074125, 1.724196, 1.496298], [-1.370322, 1.067461, 1.413575]],
  "forces_ev_per_angstrom": [[0.391, -0.192, -0.007], [-1.181, -0.010, -0.196], [0.734, -0.827, 1.261], [0.519, -0.039, -0.640], [-0.914, 0.426, -0.064], [-0.091, -0.098, 0.154], [0.005, -0.030, -0.014], [0.060, 0.517, 0.090], [-0.231, 0.839, -0.802], [-0.207, -0.479, -0.585], [-0.109, 0.137, -0.160], [0.606, -0.143, 0.282], [-0.176, 0.103, 0.142], [0.463, 0.186, 0.164], [0.277, -0.318, 0.151], [0.084, -0.164, -0.007], [-0.077, -0.055, 0.031], [0.079, 0.118, 0.012], [-0.268, -0.220, 0.235], [0.011, 0.224, -0.329], [0.279, 0.048, 0.103], [0.071, -0.191, -0.044], [0.211, 0.072, 0.084], [-0.537, 0.097, 0.137]]
}


[5]
{
  "formula": "C4H14N2O2",
  "method": "ωB97M-V with the def2-TZVPD basis set",
  "smiles": "NCCO.NCCO",
  "fmax_ev_per_a": 0.53,
  "energy_ev": -11449.438,
  "mol_weight_g_mol": 122.2,
  "multiplicity": 1,
  "symbols": ["C", "O", "C", "N", "H", "H", "H", "H", "H", "H", "H", "C", "O", "C", "N", "H", "H", "H", "H", "H", "H", "H"],
  "coordinates": [[0.375168, -2.772078, 1.048317], [0.367796, -4.193073, 1.019913], [-0.966794, -2.317759, 0.510478], [-1.048686, -0.861515, 0.490441], [0.525967, -2.383169, 2.068780], [1.175561, -2.372799, 0.414365], [1.185543, -4.536593, 1.388061], [-1.072500, -2.757520, -0.480919], [-1.742503, -2.765171, 1.141111], [-1.873188, -0.513702, 0.957095], [-1.112311, -0.517893, -0.458869], [-0.405522, 2.753642, -0.994458], [-1.561709, 1.923746, -1.052858], [0.747698, 1.919666, -0.444967], [1.990903, 2.676253, -0.479381], [-0.143790, 3.134144, -1.986742], [-0.560901, 3.620934, -0.338355], [-2.257930, 2.389896, -1.536049], [0.472788, 1.607703, 0.555778], [0.804087, 0.999066, -1.024422], [2.612082, 2.329921, -1.194514], [2.488243, 2.636293, 0.397195]],
  "forces_ev_per_angstrom": [[0.168, 0.060, 0.175], [-0.021, -0.132, 0.038], [0.017, -0.169, 0.275], [-0.061, 0.029, -0.232], [-0.072, -0.095, -0.208], [-0.006, 0.034, 0.025], [0.021, 0.089, 0.002], [-0.135, 0.014, -0.124], [0.017, 0.097, -0.081], [-0.011, -0.048, 0.082], [0.063, 0.145, 0.071], [0.260, 0.118, 0.045], [-0.258, 0.110, -0.153], [-0.467, 0.038, -0.257], [0.076, 0.112, 0.085], [0.019, -0.035, -0.029], [-0.051, -0.099, -0.068], [0.247, -0.145, 0.199], [0.129, -0.026, 0.282], [0.053, -0.107, -0.116], [0.030, 0.036, -0.039], [-0.017, -0.025, 0.027]]
}


[6]
{
  "formula": "C3H3N2OS",
  "method": "ωB97M-V with the def2-TZVPD basis set",
  "fmax_ev_per_a": 4.05,
  "energy_ev": -19007.966,
  "mol_weight_g_mol": 115.1,
  "multiplicity": 1,
  "total_charge": 1,
  "symbols": ["C", "C", "C", "N", "N", "O", "S", "H", "H", "H"],
  "coordinates": [[1.495712, 1.265747, 1.224820], [0.044583, 1.142416, -0.193905], [-1.348057, -1.213483, -0.759975], [0.573859, 1.979031, 0.517954], [2.371853, 1.078466, 2.032617], [1.690278, 0.048861, 0.877077], [-0.463636, 0.311070, -1.454114], [-2.062994, -1.102120, -0.028120], [-0.512661, -1.983195, -0.561444], [-1.788936, -1.526792, -1.654910]],
  "forces_ev_per_angstrom": [[-0.862, 0.495, -2.004], [-0.191, 1.779, -0.380], [3.755, -1.050, -1.091], [-1.957, 0.166, -0.141], [2.045, 0.348, 2.530], [1.151, -2.621, 0.235], [-0.509, -0.882, 0.319], [-1.229, 0.786, 1.818], [-1.249, 1.483, 0.126], [-0.953, -0.503, -1.411]]
}


[7]
{
  "formula": "C2H8NO2P",
  "method": "ωB97M-V with the def2-TZVPD basis set",
  "smiles": "COP(N)OC",
  "fmax_ev_per_a": 4.71,
  "energy_ev": -17077.142,
  "mol_weight_g_mol": 109.1,
  "multiplicity": 1,
  "symbols": ["C", "C", "N", "O", "O", "P", "H", "H", "H", "H", "H", "H", "H", "H"],
  "coordinates": [[1.326133, -1.703545, 0.269056], [-1.112289, 1.934726, 0.044512], [-1.144231, -1.530701, -1.694144], [0.512249, -0.563765, 0.443754], [-1.334130, 0.832198, -0.827541], [-0.192105, -0.152205, -1.335095], [0.747304, -2.478311, -0.314158], [1.583960, -2.102969, 1.226709], [2.313358, -1.509711, -0.249753], [-0.309526, 1.625060, 0.713088], [-1.977127, 1.950954, 0.624225], [-0.974664, 2.918432, -0.280184], [-1.870491, -1.636552, -1.017697], [-0.747130, -2.363911, -1.902556]],
  "forces_ev_per_angstrom": [[0.063, -0.112, -1.255], [1.007, -2.215, 1.594], [-1.088, 4.415, 1.229], [-0.945, 0.460, -2.836], [-0.793, 0.146, -0.980], [1.760, -1.422, 1.836], [0.856, 0.348, 0.606], [-0.013, -0.338, 0.713], [-0.998, 0.010, 0.232], [0.159, 0.417, 0.068], [-1.532, 0.153, 1.143], [0.491, 1.151, -1.748], [-0.707, -0.223, 0.413], [1.739, -2.790, -1.015]]
}


[8]
{
  "formula": "CH6O2P2",
  "method": "ωB97M-V with the def2-TZVPD basis set",
  "fmax_ev_per_a": 4.55,
  "energy_ev": -23803.999,
  "mol_weight_g_mol": 112.0,
  "multiplicity": 1,
  "symbols": ["C", "O", "O", "P", "P", "H", "H", "H", "H", "H", "H"],
  "coordinates": [[-1.335187, -0.731677, 0.585635], [1.384563, -1.867570, -0.587724], [-2.209892, 0.010089, -0.054224], [2.107036, 0.997034, 0.172567], [0.745026, -0.571825, -0.623363], [-1.772429, -1.701783, 0.588153], [-0.767082, -0.298124, 1.508396], [-1.859241, 0.919483, 0.100032], [1.919854, 1.770070, -0.929889], [1.183780, 1.453274, 1.115519], [0.603575, 0.021028, -1.875098]],
  "forces_ev_per_angstrom": [[4.503, 0.447, 0.430], [1.296, -2.517, -0.256], [-0.744, 3.498, -0.072], [0.627, -1.643, 0.981], [-2.217, 0.982, 1.830], [0.878, -1.247, 0.413], [-1.701, -1.035, -1.247], [-1.109, -0.461, -0.687], [-0.615, 1.221, -0.637], [-0.360, 0.725, -0.036], [-0.560, 0.029, -0.718]]
}